# C36H39CaClP2

A molecular structure, C36H39CaClP2 at a distorted geometry (ωB97M-V with the def2-TZVPD basis set, the Open Molecules 2025 dataset).

```
! wB97M-V def2-TZVPD RIJCOSX def2/J DEFGRID3
* xyz 0 1
Ca 1.57877 -0.98378 1.15966
C -2.58054 0.21012 6.55943
C -2.77712 0.00682 5.24712
C -3.32080 0.99327 4.25090
C -2.23571 1.77901 3.49999
C -1.29428 2.60990 4.34259
C -1.53094 3.05750 5.57750
C -2.66488 2.83505 6.51357
C -2.54994 1.51529 7.31758
C 3.48395 -0.36105 2.56778
H -2.56183 -0.66680 7.23537
H -2.56128 -0.97320 4.80230
H -4.00835 1.68632 4.73366
H -3.89679 0.47111 3.46164
H -1.68673 1.08588 2.85011
H -2.71675 2.46780 2.79339
H -0.43447 3.00144 3.79029
H -0.79516 3.75309 6.00302
H -3.64200 2.83870 6.01410
H -2.62588 3.68099 7.23747
H -1.63978 1.55348 7.92037
H -3.34215 1.50644 8.06923
H 3.39673 -1.01481 3.46985
H 3.34096 0.68240 2.89921
H 4.48363 -0.55184 2.15784
P 0.24485 -2.21282 -2.24123
P 2.05470 0.29626 -2.67569
C -0.50539 -0.63365 -2.82131
C 0.32294 0.39102 -3.15120
C -0.52651 -3.32510 -3.50071
C -1.65825 -3.01980 -4.27139
C -2.09835 -3.89583 -5.27562
C -1.42455 -5.09494 -5.51653
C -0.29888 -5.40734 -4.74427
C 0.15797 -4.52964 -3.76322
C -0.85998 -2.43356 -0.78815
C -0.71915 -1.42099 0.20656
C -1.37088 -1.59219 1.43315
C -2.41280 -2.50953 1.54632
C -2.70115 -3.36186 0.47630
C -1.90781 -3.35373 -0.67928
C 2.68319 0.94574 -4.33649
C 2.49152 0.12216 -5.46235
C 2.89126 0.54112 -6.73434
C 3.51021 1.78393 -6.90939
C 3.72191 2.60110 -5.79284
C 3.33347 2.17490 -4.51347
C 2.14717 1.81117 -1.64231
C 3.29795 1.97138 -0.84528
C 3.47221 3.13576 -0.10999
C 2.48801 4.12849 -0.13344
C 1.33549 3.96820 -0.90636
C 1.16662 2.80680 -1.66311
H -1.59669 -0.57863 -2.91764
H 0.01024 1.25010 -3.75135
H -2.21269 -2.09765 -4.10175
H -2.97340 -3.63872 -5.87541
H -1.76400 -5.77283 -6.30813
H 0.22528 -6.34659 -4.91947
H 1.05100 -4.76563 -3.17910
H -0.24104 -0.42367 -0.05985
H -1.03939 -1.01712 2.30821
H -3.01519 -2.52840 2.45459
H -3.56573 -4.02457 0.52521
H -2.14712 -4.00799 -1.52755
H 2.03009 -0.86254 -5.34216
H 2.72522 -0.11183 -7.59239
H 3.83136 2.10701 -7.90494
H 4.20057 3.57206 -5.91888
H 3.55148 2.81232 -3.65113
H 4.06798 1.18827 -0.84846
H 4.39712 3.28462 0.45624
H 2.63203 5.05304 0.42539
H 0.57644 4.75239 -0.94539
H 0.27523 2.69308 -2.28182
Cl 0.24406 0.04292 4.02064
C 0.74027 -1.56491 3.50175
H 1.71019 -1.75715 3.93578
H 0.03228 -2.32777 3.83929
*
```

## Properties
- HOMO level: -6.41 eV
- E: -87497.7031 eV
- Molecular weight: 609.19 g mol⁻¹
- Energy relative to the best compared isomer or geometry (same formula, charge and spin): 0.0 kJ/mol